Entry from OMol25: a molecular structure, C45H45AuN3O3Te (the ωB97M-V functional and the def2-TZVPD basis).

The geometry in XYZ format:
```
98
Properties=species:S:1:pos:R:3:forces:R:3
Au 1.48229 1.27606 1.51173 -0.302 0.600 0.002
C 3.38829 0.23083 -0.80631 -0.083 0.019 -0.023
N 3.43247 0.83215 0.50301 0.307 -0.215 -0.012
C 4.15883 2.07858 0.34125 -0.060 0.111 -0.021
C 3.82904 3.05614 1.41224 0.066 0.021 -0.012
C 4.54776 4.05037 2.04134 -0.002 -0.071 0.003
C 3.62932 4.72162 2.88731 -0.022 0.027 0.007
C 2.40823 4.09978 2.72310 -0.038 0.046 0.031
N 2.52565 3.10298 1.80611 0.111 -0.175 -0.102
C 1.89073 1.60811 -2.40965 0.057 0.159 -0.081
C 0.85880 0.49187 -2.82624 -0.171 0.116 0.194
C -0.14608 0.83606 -3.83054 0.047 0.098 -0.128
C -0.26313 2.06899 -4.33902 0.030 -0.105 0.004
C 0.73507 3.07872 -4.05500 0.025 0.008 -0.032
C 1.75835 2.83862 -3.23026 -0.030 -0.005 0.047
H 2.58569 -0.50027 -0.87823 0.017 -0.028 -0.011
H 4.33344 -0.31148 -0.95372 -0.003 -0.011 0.010
H 5.23432 1.85255 0.31779 -0.002 -0.026 0.021
H 5.59882 4.25816 1.92083 0.043 0.018 -0.020
H 3.83195 5.56874 3.52231 0.005 0.023 0.031
H 1.45823 4.32401 3.18012 -0.060 0.009 0.047
H 0.47218 -1.38606 -2.94193 0.007 0.027 0.048
H -0.81077 0.03632 -4.13933 -0.026 -0.015 0.034
H -1.05360 2.28883 -5.04313 -0.017 0.005 -0.036
H 0.70458 4.00745 -4.60822 0.000 0.025 -0.007
H 2.57832 3.54120 -3.16182 0.005 0.047 0.025
C 1.15237 2.17522 5.95408 0.018 -0.009 -0.026
C 0.72964 1.54525 4.64546 0.084 -0.043 -0.057
O 1.59376 1.01417 3.96177 -0.106 -0.104 0.105
C -0.69666 1.57383 4.26002 0.049 0.052 0.065
C -1.59347 2.31878 5.03953 -0.037 -0.020 0.003
C -2.94583 2.36379 4.78452 0.036 0.019 0.000
C -3.44128 1.61578 3.71961 -0.016 -0.023 0.011
C -2.59184 0.87744 2.93029 -0.038 -0.004 -0.063
C -1.19869 0.85165 3.14320 -0.076 -0.031 -0.042
O -0.43189 0.16991 2.32198 0.120 -0.226 0.044
H 2.22813 2.05961 6.04539 0.009 -0.017 0.005
H 0.65177 1.69560 6.79613 -0.019 0.012 0.013
H 0.91026 3.23748 5.97549 0.001 0.032 -0.006
H -1.20625 2.88372 5.87464 0.007 0.013 0.032
H -3.60373 2.96592 5.39458 -0.007 -0.012 0.032
H -4.50287 1.61299 3.50566 -0.023 0.006 -0.017
H -2.97686 0.30766 2.09571 -0.010 -0.013 -0.008
C -2.74366 -7.09523 2.40915 0.000 -0.014 -0.003
C -2.30465 -5.73740 1.93987 -0.002 0.002 -0.007
C -3.22396 -4.72317 1.71263 0.006 -0.002 -0.013
C -2.83268 -3.46311 1.27758 -0.049 -0.019 -0.061
C -3.88435 -2.40399 1.10553 -0.028 0.038 0.014
C -1.47410 -3.22166 1.04209 -0.052 0.153 0.051
Te -0.74764 -1.35120 0.31968 0.124 -0.176 0.097
N 0.32550 1.10467 -0.37949 -0.132 0.020 0.177
C 0.79368 1.23653 -1.50094 -0.003 -0.205 -0.248
O 1.24892 -0.84202 -2.75223 0.068 -0.103 -0.131
C 3.30998 1.36182 -1.87845 0.016 -0.091 -0.045
C 4.20949 1.05915 -3.04456 0.027 -0.042 0.007
C 5.21043 1.85535 -3.41369 -0.018 -0.002 -0.010
C 5.47583 3.12312 -2.73280 -0.037 0.047 -0.001
C 4.76579 3.48962 -1.66690 0.000 0.024 -0.029
C 3.72262 2.61535 -1.05824 0.045 0.015 0.042
C -1.95143 -1.23077 -1.43594 0.026 0.057 0.037
C -1.95308 -2.28951 -2.35804 0.115 0.027 -0.085
C -1.20340 -3.57915 -2.14711 0.005 -0.021 0.018
C -2.66280 -2.13811 -3.54424 0.001 -0.019 -0.013
C -3.36300 -0.97614 -3.84254 0.000 0.000 0.037
C -4.10606 -0.82663 -5.13965 -0.033 -0.004 0.013
C -3.35286 0.04415 -2.90671 -0.044 -0.026 0.020
C -2.66269 -0.05499 -1.70094 -0.126 -0.041 -0.014
C -2.77549 1.11529 -0.76336 0.029 0.035 0.019
C -0.52066 -4.21964 1.29159 0.003 -0.040 -0.020
C 0.96219 -4.05410 1.07010 0.028 0.035 0.009
C -0.96178 -5.46401 1.72681 0.000 0.022 0.027
H -3.80065 -7.10065 2.66904 -0.015 -0.005 0.003
H -2.17428 -7.40635 3.28523 0.003 -0.010 0.009
H -2.58271 -7.84418 1.63184 -0.001 -0.009 -0.004
H -4.27646 -4.91221 1.88884 -0.024 -0.001 0.008
H -4.88022 -2.84319 1.14279 -0.004 0.003 0.006
H -3.78285 -1.87507 0.15778 -0.022 0.002 0.012
H -3.81391 -1.67158 1.91164 -0.007 0.028 0.001
H 4.00543 0.13807 -3.57976 0.006 -0.036 -0.015
H 5.83996 1.57801 -4.24968 0.000 -0.008 -0.028
H 6.24839 3.77018 -3.12808 0.017 0.003 0.011
H 4.94599 4.43699 -1.17287 0.040 0.009 0.035
H 2.82939 3.21263 -0.84899 0.014 -0.006 -0.028
H -0.23072 -3.42080 -1.67575 0.031 0.013 0.003
H -1.03942 -4.07294 -3.10419 0.015 -0.027 0.009
H -1.75848 -4.26289 -1.50330 -0.011 0.000 0.030
H -2.66096 -2.95554 -4.25658 0.023 0.001 -0.035
H -3.78657 -1.57169 -5.86609 0.002 -0.011 -0.019
H -3.94617 0.16290 -5.56745 -0.002 0.012 -0.017
H -5.17976 -0.94671 -4.98700 -0.021 -0.005 0.001
H -3.89845 0.95921 -3.10968 0.003 0.035 -0.030
H -2.37856 2.01320 -1.23862 0.010 0.024 0.004
H -2.23572 0.98815 0.17032 0.034 -0.011 -0.008
H -3.82727 1.29698 -0.53235 0.001 0.010 0.016
H 1.30583 -3.02482 1.15154 0.011 -0.017 0.047
H 1.24613 -4.41823 0.07918 0.000 0.030 -0.021
H 1.51368 -4.64253 1.80218 0.003 -0.013 -0.010
H -0.22712 -6.24024 1.90901 0.026 -0.021 0.022
```
Positions in Å, forces in eV/Å.

- HOMO-LUMO gap (alpha / beta): 6.962 / 4.690 eV
- HOMO level (alpha / beta): -0.2461 / -0.2466 hartree
- Charge: 0
- Energy above the lowest of the compared OMol25 structures with the same formula, charge and spin: 105.0 kcal/mol
- Maximum force: 0.0131 Eh/bohr
- ⟨S²⟩: 3.78
- Multiplicity: 4
- Calculated total energy: -68985.7605 eV



Entry from OMol25: a molecular structure, C45H45N8O3PS4Sn (the ωB97M-V functional and the def2-TZVPD basis).

The geometry in XYZ format:
```
107
Properties=species:S:1:pos:R:3:forces:R:3
Sn -1.31993 0.14421 0.70804 -0.044 0.191 0.109
N -3.87164 -1.27126 4.28874 0.007 -0.004 0.042
C -3.44660 -1.10945 3.00787 0.017 0.057 -0.309
S -3.60463 0.45510 2.30462 0.030 0.111 -0.131
N -2.98054 -2.18648 2.42188 0.060 -0.398 0.612
N -2.41172 -1.98774 1.21753 0.247 0.320 -0.570
C -2.35013 -2.98321 0.40047 -0.185 0.052 0.440
C -2.86163 -4.32850 0.76622 -0.090 -0.059 0.094
C -4.01851 -4.82032 0.17016 0.094 0.108 -0.006
C -4.52133 -6.05911 0.53740 -0.033 -0.034 -0.013
C -3.86407 -6.81639 1.49579 -0.045 0.011 -0.024
C -2.70635 -6.33047 2.08760 0.016 -0.029 0.025
C -2.21031 -5.08658 1.73319 0.079 -0.018 -0.083
C -1.84218 -2.73549 -0.95257 0.247 -0.023 -0.419
C -1.61206 -3.78441 -1.84179 -0.020 -0.017 0.218
C -1.11373 -3.50603 -3.09772 0.017 0.153 -0.034
C -0.87786 -2.18356 -3.44664 -0.035 -0.132 -0.045
C -1.16003 -1.20077 -2.51568 -0.026 0.167 -0.053
N -1.63798 -1.46116 -1.30492 0.217 -0.116 0.255
H -4.46691 -0.55441 4.66158 -0.025 -0.012 0.044
H -3.97707 -2.21258 4.63152 0.010 -0.015 -0.040
H -4.52570 -4.21790 -0.57503 -0.031 -0.041 -0.013
H -5.42635 -6.43218 0.07520 0.004 0.002 0.005
H -4.25719 -7.78322 1.78281 0.018 -0.004 -0.005
H -2.19127 -6.92569 2.83075 0.009 0.027 0.003
H -1.30982 -4.69998 2.19290 -0.012 0.012 0.018
H -1.79466 -4.80144 -1.52686 0.032 0.002 0.011
H -0.90418 -4.30896 -3.79183 -0.002 0.006 -0.006
H -0.49629 -1.91530 -4.42217 0.009 0.027 0.019
H -1.03258 -0.15415 -2.76272 0.123 0.109 0.054
C -4.47618 -0.66647 -1.40709 -0.014 -0.048 0.035
C -4.15869 0.76537 -1.66573 -0.265 0.131 -0.283
N -3.21346 1.44897 -1.10273 0.160 0.414 0.220
C -3.22821 2.77875 -1.50232 -0.444 -0.268 -0.360
C -4.19052 3.06169 -2.42715 -0.038 -0.082 -0.033
S -5.12379 1.67970 -2.78236 0.233 -0.097 0.231
C -2.36207 3.82898 -0.95505 0.180 0.363 0.077
C -2.53296 5.14953 -1.25864 0.047 0.163 -0.007
S -1.36553 6.10712 -0.46332 -0.014 -0.407 0.045
C -0.70926 4.66689 0.25722 -0.215 0.392 -0.295
N -1.32338 3.58141 -0.09047 0.075 -0.327 0.106
C 0.45237 4.77983 1.18102 0.043 -0.211 0.069
H -4.01986 -0.96695 -0.46582 -0.128 0.007 -0.025
H -4.09136 -1.29978 -2.20878 -0.049 0.000 0.027
H -5.55498 -0.80440 -1.34225 -0.014 -0.015 0.015
H -4.41336 4.00306 -2.90068 0.056 -0.010 0.029
H -3.27492 5.61083 -1.88882 0.001 -0.064 0.013
H 0.86796 5.78537 1.15356 0.009 -0.003 0.059
H 1.22951 4.07611 0.88937 0.089 -0.098 0.000
H 0.14179 4.54961 2.20151 0.044 0.010 0.006
O 1.07135 -3.10008 -0.40919 -0.122 -0.167 -0.249
S 1.75933 -1.92730 0.07374 -0.430 0.379 0.239
O 2.55233 -2.13445 1.26566 0.276 -0.063 0.069
O 0.84956 -0.76351 0.25110 0.255 -0.286 -0.436
C 2.95470 -1.48013 -1.19461 -0.088 0.475 -0.136
C 3.90598 -2.48743 -1.35372 -0.077 -0.079 0.019
C 4.98125 -2.32595 -2.20069 -0.005 -0.088 0.059
C 5.14491 -1.11958 -2.86184 0.170 0.100 -0.155
C 4.22257 -0.10824 -2.69553 -0.087 -0.125 0.101
C 3.07712 -0.26660 -1.90054 0.118 -0.374 0.136
P 1.95376 1.20869 -1.81864 0.126 -0.260 0.036
C 3.20243 2.29217 -1.00127 -0.144 0.121 0.083
C 3.63846 3.52232 -1.48329 -0.033 -0.074 0.010
C 4.53080 4.29002 -0.74434 0.047 0.017 -0.011
C 4.98225 3.84866 0.48939 -0.018 0.078 -0.012
C 4.54105 2.62813 0.98510 -0.016 -0.026 0.024
C 3.66467 1.85255 0.24447 -0.081 0.101 -0.032
C 1.95595 1.79056 -3.57438 -0.339 -0.178 0.108
C 2.19754 0.97849 -4.68434 -0.020 0.029 0.061
C 1.92192 1.42840 -5.96876 0.004 0.053 -0.036
C 1.37584 2.68677 -6.17214 -0.006 -0.032 -0.024
C 1.09229 3.49044 -5.07745 0.012 0.069 0.015
C 1.37830 3.04399 -3.79779 -0.011 -0.016 0.048
H 3.77728 -3.39575 -0.77836 0.067 -0.018 -0.061
H 5.70492 -3.12061 -2.32596 -0.011 -0.019 0.024
H 6.00178 -0.96538 -3.50598 0.012 0.029 0.021
H 4.38221 0.84043 -3.19169 0.033 -0.017 -0.018
H 3.29131 3.88416 -2.44262 0.089 0.000 0.019
H 4.88044 5.23353 -1.14567 -0.017 0.007 0.025
H 5.67230 4.45456 1.06269 0.003 -0.018 0.004
H 4.88025 2.28173 1.95374 0.018 -0.033 -0.025
H 3.33242 0.89448 0.63001 0.011 -0.004 0.035
H 2.59800 -0.01719 -4.55419 -0.003 -0.011 0.009
H 2.13261 0.78715 -6.81602 -0.009 -0.004 0.018
H 1.15767 3.03316 -7.17424 -0.006 -0.013 0.004
H 0.62630 4.45864 -5.21641 0.063 0.002 -0.004
H 1.12904 3.66863 -2.94740 -0.104 0.024 0.001
C -0.64402 1.02562 4.07896 -0.042 0.044 0.008
C 0.22370 1.28384 5.33470 0.027 -0.046 -0.033
N 1.34382 0.34675 5.36702 0.075 0.017 0.147
C 2.20111 0.61652 4.21405 -0.105 0.029 0.018
C 1.38881 0.46613 2.90484 0.081 0.024 -0.030
N 0.01059 0.03941 3.20534 -0.131 -0.156 -0.101
C 0.09394 -1.24319 3.92455 -0.027 -0.063 0.031
C 0.82854 -1.02206 5.27596 0.018 0.069 -0.029
H -0.82432 1.93504 3.49959 0.036 0.038 0.012
H -1.62003 0.62920 4.35564 -0.021 0.004 -0.041
H -0.36078 1.15628 6.24848 -0.026 0.010 -0.018
H 0.63050 2.29825 5.34217 -0.005 -0.024 -0.004
H 3.03959 -0.08217 4.23833 -0.009 -0.011 -0.033
H 2.60281 1.62769 4.32081 0.025 -0.031 -0.008
H 1.83134 -0.28650 2.25942 -0.007 0.095 0.063
H 1.33708 1.39954 2.34492 -0.004 0.171 -0.060
H 0.63349 -1.94468 3.28482 -0.010 0.010 0.002
H -0.91755 -1.62326 4.07795 0.021 -0.007 -0.013
H 1.66841 -1.71059 5.38595 -0.028 -0.015 -0.004
H 0.15221 -1.17547 6.11991 0.013 -0.039 -0.003
```
Positions in Å, forces in eV/Å.

- HOMO-LUMO gap: 7.124 eV
- HOMO level: -0.2695 hartree
- Charge: 0
- Energy above the lowest of the compared OMol25 structures with the same formula, charge and spin: 12.1 kcal/mol
- Maximum force: 0.0142 Eh/bohr
- Multiplicity: 1
- Calculated total energy: -123921.4803 eV



Question: What is the formula in the second record?
Answer: C45H45N8O3PS4Sn



Question: What is the formula in the first record?
Answer: C45H45AuN3O3Te